C41H63GeN4O2P3Tl as an isolated structure. Source: OMol25; level of theory: the ωB97M-V functional and the def2-TZVPD basis.

Results
E_HOMO (alpha / beta), eV: -12.160 / -12.654
LUMO (alpha / beta), eV: -7.09 / -6.84
2S+1: 2
Energy, eV: -142656.6187
Expectation value of S²: 0.80
Charge: +2
Gap between HOMO and LUMO (alpha / beta), Eh: 0.1863 / 0.2137

Geometry as XYZ:
```
115
Properties=species:S:1:pos:R:3:lowdin_spin:R:1
Tl 1.084 0.761 -2.251 0.06
C 0.413 4.894 -1.307 0.00
C -0.962 4.221 -1.365 0.00
C -1.982 5.088 -0.616 0.00
P -0.867 2.463 -0.784 -0.01
C -1.043 2.598 1.053 0.00
N -1.239 1.357 1.767 0.03
Ge -0.412 -0.316 1.161 0.09
N -1.348 -1.925 0.595 0.03
C -1.368 -2.494 -0.738 0.00
P -0.156 -1.862 -1.951 -0.01
C 1.338 -2.941 -1.717 0.00
C 1.280 -4.344 -2.321 0.00
C 1.670 -3.044 -0.231 0.00
C -0.887 -2.388 -3.571 0.00
C -1.672 -3.706 -3.539 0.00
C -1.787 -1.282 -4.119 0.00
C -1.618 -2.820 1.644 0.00
C -1.936 -4.175 1.498 0.00
C -2.176 -4.964 2.614 0.00
C -2.079 -4.441 3.895 0.00
C -1.788 -3.096 4.049 0.00
C -1.602 -2.310 2.929 0.00
N -1.418 -0.879 2.956 0.00
C -2.649 -0.114 2.949 0.00
C -3.862 -0.552 3.435 0.00
C -4.922 0.344 3.499 0.00
C -4.722 1.661 3.112 0.00
C -3.514 2.067 2.561 0.00
C -2.476 1.148 2.403 0.00
C -0.511 -0.450 4.017 0.00
C -0.930 -0.147 5.296 0.00
C 0.016 0.131 6.272 0.00
C 1.361 0.093 5.937 0.00
C 1.770 -0.159 4.633 0.00
C 0.821 -0.394 3.639 0.00
N 1.086 -0.571 2.269 0.02
C 2.462 -0.495 1.836 0.00
P 2.718 0.346 0.221 0.00
C 2.985 2.102 0.757 0.00
C 3.150 3.038 -0.441 0.00
C 4.118 2.374 1.752 0.00
C 4.285 -0.443 -0.360 0.00
C 4.747 0.098 -1.717 0.00
C 5.441 -0.454 0.645 0.00
C -2.405 1.647 -1.435 0.00
C -2.395 1.753 -2.965 0.00
C -3.761 2.110 -0.909 0.00
H 0.324 5.929 -1.641 0.00
H 1.141 4.402 -1.949 0.00
H 0.800 4.915 -0.285 0.00
H -1.253 4.142 -2.415 0.00
H -1.606 5.360 0.372 0.00
H -2.957 4.625 -0.501 0.00
H -2.120 6.017 -1.172 0.00
H -1.871 3.283 1.213 0.00
H -0.127 3.089 1.394 0.00
H -2.352 -2.341 -1.196 0.00
H -1.174 -3.568 -0.715 0.00
H 2.139 -2.388 -2.227 0.00
H 0.541 -4.967 -1.813 0.00
H 2.251 -4.822 -2.184 0.00
H 1.066 -4.341 -3.388 0.00
H 0.943 -3.671 0.291 0.00
H 1.667 -2.074 0.252 0.00
H 2.653 -3.501 -0.095 0.00
H -0.021 -2.491 -4.233 0.00
H -2.646 -3.564 -3.069 0.00
H -1.160 -4.516 -3.029 0.00
H -1.852 -4.028 -4.566 0.00
H -2.618 -1.090 -3.435 0.00
H -2.220 -1.592 -5.072 0.00
H -1.241 -0.355 -4.278 0.00
H -2.025 -4.622 0.519 0.00
H -2.448 -6.002 2.474 0.00
H -2.246 -5.065 4.762 0.00
H -1.726 -2.661 5.037 0.00
H -3.978 -1.567 3.791 0.00
H -5.878 0.024 3.887 0.00
H -5.517 2.384 3.234 0.00
H -3.385 3.105 2.289 0.00
H -1.987 -0.140 5.533 0.00
H -0.295 0.353 7.283 0.00
H 2.110 0.265 6.698 0.00
H 2.827 -0.173 4.413 0.00
H 2.907 -1.492 1.764 0.00
H 3.056 0.076 2.547 0.00
H 2.028 2.321 1.249 0.00
H 4.103 2.867 -0.943 0.00
H 3.142 4.076 -0.107 0.00
H 2.354 2.928 -1.174 0.00
H 5.086 2.349 1.256 0.00
H 4.146 1.687 2.596 0.00
H 3.990 3.379 2.160 0.00
H 3.958 -1.479 -0.506 0.00
H 5.243 1.063 -1.612 0.00
H 3.927 0.217 -2.430 0.00
H 5.465 -0.589 -2.165 0.00
H 5.923 0.518 0.711 0.00
H 6.191 -1.169 0.306 0.00
H 5.133 -0.756 1.646 0.00
H -2.266 0.596 -1.149 0.00
H -2.696 2.753 -3.280 0.00
H -3.108 1.050 -3.393 0.00
H -1.419 1.548 -3.410 0.00
H -4.007 3.109 -1.265 0.00
H -3.823 2.094 0.175 0.00
H -4.534 1.437 -1.286 0.00
C 0.871 0.289 -7.013 0.04
O 0.804 0.479 -5.553 0.09
C 1.907 0.876 -4.967 0.39
O 2.976 1.159 -5.373 0.23
H 1.220 -0.720 -7.210 0.00
H 1.548 1.022 -7.443 0.01
H -0.142 0.429 -7.370 0.00
```